Entry from OMol25: a molecular structure, C54H53ClN8O3P2PdSSe2 (the ωB97M-V functional and the def2-TZVPD basis).

```
125
Properties=species:S:1:pos:R:3:forces:R:3:mulliken_charge:R:1
Pd -0.701 2.021 -0.547 0.2 0.5 0.3 -0.2844
C 4.400 -0.758 -7.381 0.0 0.0 0.0 -1.5206
C 3.198 -0.013 -6.863 0.0 0.0 0.0 0.8863
C 2.365 0.685 -7.730 0.0 0.0 0.0 -0.7070
C 1.230 1.333 -7.262 0.0 0.0 0.0 -0.8113
C 0.916 1.285 -5.914 -0.1 -0.1 0.0 0.0951
C 1.745 0.608 -5.031 0.1 0.1 -0.1 -0.7971
C 2.879 -0.032 -5.508 0.0 0.0 0.0 -0.3181
S -0.640 1.967 -5.326 0.2 0.2 0.3 1.2498
O -1.528 0.823 -5.302 0.0 0.0 0.0 -0.6383
O -0.986 3.006 -6.286 0.1 0.0 0.0 -0.8013
N -0.377 2.429 -3.859 -0.1 -0.1 -0.4 -0.2259
C 0.431 3.468 -3.509 -0.2 -0.3 -0.2 0.2146
C 1.110 4.342 -4.398 -0.1 0.0 -0.1 -0.4546
C 1.936 5.323 -3.905 0.0 0.0 0.2 -0.3514
C 2.083 5.458 -2.524 0.0 0.0 -0.2 -0.8430
C 1.369 4.573 -1.735 0.0 0.0 0.2 -0.2359
N 0.576 3.607 -2.178 0.3 0.3 0.0 0.2844
H 4.752 -0.333 -8.322 0.0 0.0 0.0 0.3957
H 4.159 -1.808 -7.562 0.0 0.0 0.0 0.2662
H 5.221 -0.731 -6.665 0.0 0.0 0.0 0.3578
H 2.610 0.723 -8.786 0.0 0.0 0.0 0.3269
H 0.579 1.883 -7.927 0.0 0.0 0.0 0.4581
H 1.492 0.598 -3.980 0.0 0.0 0.1 0.5766
H 3.528 -0.558 -4.816 0.0 0.0 0.1 0.4217
H 0.947 4.253 -5.460 0.0 -0.1 -0.1 0.3849
H 2.451 5.991 -4.587 0.0 0.0 0.0 0.3808
H 2.718 6.210 -2.076 0.0 0.0 0.0 0.3532
H 1.444 4.658 -0.659 0.0 -0.1 0.2 0.1982
Se -3.275 -3.146 4.988 0.0 0.1 0.0 -0.4554
P -2.354 -1.239 4.890 0.1 -0.1 0.0 0.0443
C -0.705 -1.414 5.654 0.0 0.1 -0.1 0.5861
C 0.325 -1.841 4.818 0.0 0.1 0.0 -0.3887
C 1.568 -2.149 5.344 0.0 0.0 0.0 -0.6741
C 1.793 -2.049 6.709 0.0 0.0 0.0 -0.5190
C 0.771 -1.626 7.545 0.0 0.0 0.0 -0.6940
C -0.470 -1.303 7.019 0.0 0.0 0.0 -0.0815
C -3.343 -0.057 5.855 -0.1 -0.1 0.0 0.5148
C -3.712 -0.357 7.169 0.1 0.0 0.0 -0.5445
C -4.552 0.492 7.868 0.0 0.0 0.0 -0.8724
C -5.064 1.629 7.252 0.0 0.0 0.0 -0.5414
C -4.739 1.907 5.935 0.0 0.0 0.0 -0.5132
C -3.879 1.065 5.239 0.0 0.0 0.0 -0.3876
C -2.063 -0.569 3.253 0.0 0.0 0.1 0.1372
C -1.474 0.545 2.604 0.3 0.1 0.1 -0.2381
N -1.476 0.254 1.296 -0.2 -0.2 0.1 1.0177
N -2.035 -0.932 1.132 0.1 -0.1 -0.1 -0.3743
N -2.384 -1.451 2.283 -0.1 -0.1 0.1 -0.7492
P -0.715 2.164 2.982 -0.2 -0.1 -0.1 0.9145
Se 0.410 3.080 1.442 0.0 -0.2 -0.3 -0.5366
C 0.240 2.015 4.531 -0.1 0.0 0.1 0.1897
C -0.370 1.927 5.779 0.0 0.0 0.0 0.4436
C 0.391 1.969 6.939 0.0 -0.1 0.0 -1.0039
C 1.771 2.054 6.861 0.0 0.0 -0.1 -0.6357
C 2.391 2.098 5.618 0.0 0.0 0.1 -0.7438
C 1.629 2.096 4.462 0.0 0.0 -0.1 -0.8430
C -2.102 3.288 3.344 -0.1 -0.1 -0.1 0.2557
C -2.147 4.184 4.403 0.1 0.1 0.0 0.0965
C -3.199 5.084 4.513 0.0 0.0 0.0 -0.7309
C -4.206 5.099 3.560 0.0 0.0 0.0 -0.5572
C -4.153 4.217 2.485 0.0 0.0 0.0 -0.6173
C -3.106 3.319 2.373 0.0 -0.1 0.0 -0.4779
H 0.141 -1.930 3.754 0.0 0.0 0.0 0.4481
H 2.364 -2.470 4.684 0.0 0.0 0.0 0.4212
H 2.764 -2.293 7.120 0.0 0.0 0.0 0.3740
H 0.944 -1.531 8.609 0.0 0.0 0.0 0.3863
H -1.251 -0.951 7.678 0.0 0.0 0.0 0.2349
H -3.375 -1.280 7.620 0.0 0.0 0.0 0.5353
H -4.828 0.254 8.887 0.0 0.0 0.0 0.3822
H -5.735 2.283 7.794 0.0 0.0 0.0 0.3820
H -5.147 2.776 5.437 0.0 0.1 0.0 0.4256
H -3.640 1.274 4.208 0.0 0.0 -0.1 0.6375
H -1.447 1.844 5.854 0.0 0.0 0.0 0.4442
H -0.099 1.919 7.903 0.0 0.0 0.0 0.4476
H 2.364 2.085 7.767 0.0 0.0 0.0 0.3607
H 3.469 2.153 5.550 0.0 0.0 0.0 0.4161
H 2.093 2.180 3.486 0.0 0.0 0.0 0.3131
H -1.348 4.206 5.134 0.0 0.0 0.0 0.4388
H -3.227 5.776 5.345 0.0 0.0 0.0 0.3912
H -5.027 5.799 3.649 0.0 0.0 0.0 0.3559
H -4.922 4.240 1.724 0.0 0.0 0.0 0.4326
H -3.039 2.648 1.520 0.0 0.0 0.0 0.3629
C -1.886 -3.833 -4.776 0.0 0.0 0.0 -2.2083
C -0.501 -3.554 -4.179 0.0 0.1 0.0 3.2469
C -0.070 -2.133 -4.571 -0.1 -0.1 0.1 -1.7445
C 0.493 -4.524 -4.837 0.0 0.0 0.0 -2.4028
C -0.570 -3.766 -2.626 0.0 0.0 0.1 1.9745
O -0.757 -5.159 -2.325 0.1 -0.1 0.0 -0.7326
C 0.642 -3.220 -1.841 0.0 0.0 0.0 -0.8976
C 1.942 -4.049 -1.872 0.0 -0.1 0.0 -1.4298
C 3.191 -3.215 -1.992 0.0 0.1 0.0 0.2659
C 4.146 -3.480 -2.964 0.0 0.0 0.0 -0.1839
C 5.305 -2.721 -3.063 0.0 0.0 0.0 -0.9469
C 5.502 -1.678 -2.177 0.0 0.0 0.0 0.5353
Cl 6.958 -0.723 -2.283 0.0 0.0 0.0 -0.2610
C 4.560 -1.377 -1.207 0.0 0.0 0.0 -1.0511
C 3.413 -2.148 -1.122 0.0 0.0 0.0 -0.2187
C -1.832 -3.150 -1.992 0.1 -0.1 0.0 -3.0382
N -1.969 -1.736 -2.211 -0.4 0.1 0.3 1.6359
C -1.321 -0.744 -1.595 0.2 0.1 -0.1 -0.5408
N -1.855 0.414 -1.893 -0.1 0.1 0.2 0.0004
C -2.892 0.069 -2.694 0.1 0.1 -0.2 -0.8369
N -3.015 -1.221 -2.913 0.0 0.0 0.1 -1.0148
H -1.810 -3.855 -5.865 0.0 0.0 0.0 0.5236
H -2.602 -3.057 -4.508 0.0 0.0 0.0 0.3210
H -2.266 -4.799 -4.442 0.0 -0.1 0.0 0.3828
H -0.094 -2.042 -5.658 0.0 0.0 -0.1 0.7751
H 0.952 -1.915 -4.258 0.0 -0.1 0.0 -0.1189
H -0.730 -1.360 -4.181 0.1 0.0 -0.1 -0.0544
H 0.369 -4.465 -5.919 0.0 0.0 0.0 0.5427
H 0.316 -5.559 -4.543 0.0 -0.1 0.0 0.4376
H 1.528 -4.257 -4.626 0.1 0.0 0.0 0.2894
H 0.105 -5.584 -2.291 -0.1 0.0 0.0 0.5598
H 0.327 -3.141 -0.799 0.0 0.1 0.0 0.8376
H 0.845 -2.204 -2.175 0.0 0.0 0.0 0.4391
H 1.942 -4.779 -2.681 0.0 0.0 0.0 0.6960
H 2.008 -4.623 -0.943 0.0 0.0 0.0 0.3470
H 3.993 -4.301 -3.654 0.0 0.0 0.0 0.3110
H 6.046 -2.934 -3.820 0.0 0.0 0.0 0.4115
H 4.717 -0.547 -0.534 0.0 0.0 0.0 0.4691
H 2.678 -1.911 -0.363 0.0 0.0 0.0 0.5226
H -1.779 -3.337 -0.918 -0.1 0.0 0.0 0.5151
H -2.732 -3.635 -2.362 0.1 0.0 -0.1 0.3586
H -0.472 -0.885 -0.952 -0.1 0.0 0.1 0.8053
H -3.549 0.790 -3.148 0.0 0.0 0.0 0.4046
```
Positions in Å, forces in eV/Å.

## Properties
E = -251031.444 eV
E_LUMO = 3.62 eV
Net charge = -2
Gap between HOMO and LUMO = 0.1366 hartree